Entry 1:
19
Properties=species:S:1:pos:R:3 method="wB97M-V/def2-TZVPD" spin_multiplicity=1 homo_energy_ev=-8.47 relative_energy_kcal_mol=67.5 homo_lumo_gap_ev=9.54 smiles="C=COC.C=CC"
C 1.06969 1.84319 0.08549
C 0.97655 0.75628 0.86370
O 1.21746 -0.55012 0.57115
C 2.10254 -0.62551 -0.51714
H 1.17937 2.84456 0.49536
H 1.30814 1.89539 -0.97343
H 0.86086 0.84849 1.93426
H 3.04794 -0.15749 -0.21719
H 1.66740 -0.11233 -1.37842
H 2.26696 -1.67374 -0.72003
C -1.81487 0.81756 -0.05545
C -1.76508 -0.38401 0.49830
C -1.54118 -1.65552 -0.24266
H -1.77458 0.94189 -1.13810
H -2.14139 1.69840 0.49186
H -2.16741 -0.52867 1.50193
H -2.49201 -2.20070 -0.24607
H -1.17124 -1.49121 -1.26228
H -0.82916 -2.26647 0.30873

=====

Entry 2:
19
Properties=species:S:1:pos:R:3 method="wB97M-V/def2-TZVPD" spin_multiplicity=1 homo_energy_ev=-8.31 relative_energy_kcal_mol=81.3 homo_lumo_gap_ev=9.39
C 2.49128 -0.49016 -0.43820
O 1.23797 -0.89015 0.09531
C 0.29116 0.04839 0.06091
C 0.16752 1.31703 -0.33137
C -1.34759 1.21329 -0.26716
C -1.14144 -0.17992 0.41571
C -1.70970 -1.41983 -0.23646
H 3.01901 0.10845 0.30919
H 2.36699 0.09303 -1.36158
H 3.05873 -1.39867 -0.65586
H 0.77554 0.67228 2.18845
H 0.58100 1.17091 1.66817
H 0.85228 2.06268 -0.71811
H -1.75045 1.09129 -1.27803
H -1.95226 1.94766 0.27589
H -1.41148 -0.14193 1.48614
H -2.79943 -1.41678 -0.19872
H -1.38764 -1.46688 -1.28259
H -1.34148 -2.32067 0.26831

=====

Entry 3:
19
Properties=species:S:1:pos:R:3 method="wB97M-V/def2-TZVPD" spin_multiplicity=1 homo_energy_ev=-7.72 relative_energy_kcal_mol=97.1 homo_lumo_gap_ev=8.19 smiles="C=C/C=C/CC.O"
C 0.10520 -3.29170 -0.03392
C -0.20885 -2.10381 0.54322
C 0.57285 -0.98846 0.91104
C 0.25320 0.38353 0.83735
C 1.31991 1.38858 0.49127
C 1.05873 2.18326 -0.81824
H 1.14982 -3.77306 0.02069
H -0.71656 -3.74214 -0.60491
H -1.22954 -1.94317 0.25862
H 1.46133 -1.12929 1.50684
H -0.74664 0.76444 1.30061
H 2.22515 0.63104 0.34973
H 1.58124 1.80669 1.47095
H 0.18113 2.91803 -0.80579
H 2.03140 2.73798 -1.07087
H 0.85611 1.58455 -1.73627
O -3.09740 1.02691 -1.07626
H -3.18556 0.10472 -1.16730
H -3.61152 1.44188 -0.37679

=====

Entry 4:
19
Properties=species:S:1:pos:R:3 method="wB97M-V/def2-TZVPD" spin_multiplicity=1 homo_energy_ev=-9.95 relative_energy_kcal_mol=34.5 homo_lumo_gap_ev=11.02 smiles=C[C@@H]1C[C@@H]1[C@@H](C)O
C -1.78051 -1.06643 -0.01312
C -1.47191 0.42307 0.12068
C -1.01566 1.18167 -1.08119
C -0.00542 0.92243 0.02178
C 1.02075 -0.21059 0.18117
C 2.53517 -0.14512 -0.06541
O 0.94441 -0.60256 1.55658
H -1.55838 -1.44301 -1.01881
H -2.83857 -1.27992 0.17765
H -1.18707 -1.65310 0.69520
H -2.13531 0.94547 0.81055
H -0.98498 0.64667 -2.02743
H -1.38083 2.20374 -1.17332
H 0.23797 1.80197 0.62367
H 0.65539 -1.02896 -0.44913
H 2.82978 0.03722 -1.10253
H 2.90987 -1.14255 0.20791
H 3.04329 0.55780 0.60208
H 0.18201 -0.14781 1.93365

=====

Entry 5:
19
Properties=species:S:1:pos:R:3 method="wB97M-V/def2-TZVPD" spin_multiplicity=1 homo_energy_ev=-9.29 relative_energy_kcal_mol=69.5 homo_lumo_gap_ev=10.35 smiles="C=C(C)[C@H]1O[C@H]1C.[H][H]"
C 1.46046 -0.86273 -0.93140
C 1.00619 -0.24049 0.14989
C 1.70555 0.92479 0.79386
C -0.12569 -0.84054 0.92989
O -0.94193 -0.02492 1.76344
C -1.56891 -0.71332 0.68654
C -2.17946 0.13051 -0.39643
H 0.95505 -1.73177 -1.34401
H 2.35116 -0.51382 -1.44985
H 2.43244 1.40679 0.12963
H 1.00753 1.67434 1.18046
H 2.24595 0.50971 1.65149
H 0.20311 -1.75727 1.41530
H -2.18081 -1.56457 0.99898
H -1.54010 0.98382 -0.63353
H -3.15551 0.50311 -0.06804
H -2.31891 -0.46828 -1.30316
H 0.19246 1.63136 -1.74585
H 0.45141 0.95328 -1.82724

=====

Entry 6:
19
Properties=species:S:1:pos:R:3 method="wB97M-V/def2-TZVPD" spin_multiplicity=1 homo_energy_ev=-9.94 relative_energy_kcal_mol=21.0 homo_lumo_gap_ev=10.91 smiles=CC1(C)OC1(C)C
C 1.76287 0.79201 0.50971
C 0.72613 -0.23271 0.10543
C 1.22093 -1.19822 -0.95351
O -0.01141 -0.87289 1.14853
C -0.72380 0.00008 0.26500
C -1.28586 1.21967 0.96256
C -1.69630 -0.64392 -0.71861
H 2.65447 0.29360 0.90662
H 1.39848 1.49204 1.26394
H 2.06972 1.36593 -0.37273
H 1.35802 -0.70208 -1.92124
H 0.52352 -2.02980 -1.07719
H 2.18869 -1.61256 -0.64872
H -1.53365 2.01136 0.24719
H -2.20877 0.93099 1.47940
H -0.60024 1.61591 1.71350
H -1.88896 -1.68297 -0.44157
H -1.30208 -0.63721 -1.74024
H -2.65175 -0.10924 -0.72806

=====

Entry 7:
19
Properties=species:S:1:pos:R:3 method="wB97M-V/def2-TZVPD" spin_multiplicity=1 homo_energy_ev=-7.07 relative_energy_kcal_mol=112.2 homo_lumo_gap_ev=7.72
C 1.60961 1.20695 0.03761
C 0.76677 -0.05604 0.19424
C 1.47990 -1.28191 -0.38506
C -0.62013 0.16601 -0.43457
C -1.69396 -0.76917 -0.01787
C -1.46391 1.29907 0.19773
O -2.39969 0.22999 1.05722
H 1.04339 2.06748 0.40692
H 2.55450 1.13273 0.58850
H 1.85279 1.38013 -1.01976
H 0.60385 -0.22471 1.27069
H 2.44494 -1.45248 0.10849
H 1.67923 -1.14398 -1.45575
H 0.88588 -2.19824 -0.27411
H -0.52792 0.32572 -1.51899
H -2.47662 -0.92560 -0.76716
H -1.47781 -1.65486 0.57203
H -2.25631 1.58147 -0.51130
H -2.00448 0.31743 1.95116

=====

Entry 8:
19
Properties=species:S:1:pos:R:3 method="wB97M-V/def2-TZVPD" spin_multiplicity=1 homo_energy_ev=-7.17 relative_energy_kcal_mol=143.5 homo_lumo_gap_ev=8.12
C -2.10409 -0.62985 -1.29159
O -1.31753 0.32979 -0.59444
C -0.39382 -0.16139 0.21011
C 0.37251 -1.36873 0.24946
C 1.65539 -0.59646 0.53099
C 0.76635 0.67058 0.74136
C 1.08001 1.91410 -0.07199
H -2.71502 -1.19036 -0.57463
H -1.46438 -1.31295 -1.85949
H -2.74702 -0.06841 -1.96989
H -1.46378 -0.40377 1.57922
H -0.58566 -1.10727 1.27852
H 0.19703 -2.31467 -0.25316
H 2.32504 -0.48512 -0.33405
H 2.25902 -0.90213 1.39204
H 0.64247 0.92316 1.79674
H 2.01983 2.35725 0.27229
H 1.18364 1.68230 -1.13717
H 0.29002 2.66396 0.03567